1:
This record from the Open Molecules 2025 dataset describes 2 unconnected molecules or ions with the total composition C2H3BrO. The level of theory is the ωB97M-V functional and the def2-TZVPD basis.

The geometry in ORCA input format:
```
! wB97M-V def2-TZVPD RIJCOSX def2/J DEFGRID3
* xyz 0 1
C -3.2551 0.7386 -0.7935
C -0.0761 0.6486 0.6283
O -3.3453 1.9137 -0.9649
Br -4.2504 -0.5042 0.1896
H -0.0118 0.2514 1.5786
H 0.1690 1.7291 0.7020
H -0.1905 0.0997 -0.2866
*
```

* LUMO (alpha / beta): -1.2 / -0.1 eV
* Kohn-Sham gap (alpha / beta): 7.8 / 8.8 eV
* highest occupied orbital energy (alpha / beta): -9.005 / -8.940 eV


2:
This record from the Open Molecules 2025 dataset describes 2 unconnected molecules or ions with the total composition C2H3BrO. The level of theory is the ωB97M-V functional and the def2-TZVPD basis.

The geometry in ORCA input format:
```
! wB97M-V def2-TZVPD RIJCOSX def2/J DEFGRID3
* xyz 0 1
C 0.5990 -2.4491 -1.6078
C -0.2038 1.1217 0.4754
O 1.1154 -2.5438 -0.6286
Br -1.3782 -0.4351 0.1318
H -0.0163 1.0094 1.5584
H -0.7394 2.1923 0.3509
H 0.6233 1.1045 -0.2801
*
```

* LUMO: 0.7 eV
* Kohn-Sham gap: 10.9 eV
* highest occupied orbital energy: -10.227 eV


Of them, 1 has the lowest stability.


1:
This record from the Open Molecules 2025 dataset describes C14H14N2O in the gas phase. The level of theory is the ωB97M-V functional and the def2-TZVPD basis.

The geometry in ORCA input format:
```
! wB97M-V def2-TZVPD RIJCOSX def2/J DEFGRID3
* xyz 0 1
C 2.8344 3.0519 -0.5609
N 2.0678 1.7983 -0.2102
C 2.4435 0.9983 0.9367
O 3.4832 1.2087 1.5296
C 1.5827 -0.1459 1.5492
N 0.3456 -0.2473 0.9329
C -0.6367 -1.1683 1.0313
C -1.5441 -1.0880 0.0202
C -1.0661 -0.0647 -0.8313
C -1.4544 0.4096 -2.0107
C -0.7724 1.3993 -2.6094
C 0.4010 1.8613 -2.1016
C 0.8844 1.4334 -0.8952
C 0.1122 0.3907 -0.2750
C -2.6383 -2.0575 -0.0255
C -2.2233 -2.8916 1.2451
C -0.9367 -2.2980 1.8660
H 3.4330 2.8498 -1.4591
H 2.0397 3.7779 -0.8670
H 3.4095 3.5585 0.2818
H 2.1246 -1.1053 1.6075
H 1.5666 0.0710 2.6058
H -2.4605 0.1435 -2.4113
H -1.2817 1.5591 -3.6062
H 0.8338 2.6600 -2.5954
H -2.6480 -2.6326 -0.9537
H -3.6380 -1.6031 0.1726
H -2.9885 -2.8592 2.0452
H -2.1238 -3.9879 0.9740
H -1.0691 -2.0135 2.9096
H -0.0805 -3.0084 1.7046
*
```

* LUMO: 0.8 eV
* Kohn-Sham gap: 8.3 eV
* SMILES: CN1C(=O)Cn2c3c(c4cccc1c42)CCC3
* highest occupied orbital energy: -7.553 eV


2:
This record from the Open Molecules 2025 dataset describes C14H14N2O in the gas phase. The level of theory is the ωB97M-V functional and the def2-TZVPD basis.

The geometry in ORCA input format:
```
! wB97M-V def2-TZVPD RIJCOSX def2/J DEFGRID3
* xyz 0 1
C -1.7488 1.3495 1.7752
N -1.2481 0.8931 0.4984
C 0.1421 1.1753 0.2333
C 1.0818 0.3800 1.1120
C 0.7643 -0.9131 1.5057
C 1.6382 -1.6403 2.2941
C 2.8414 -1.0843 2.6935
C 3.1651 0.2040 2.3037
C 2.2882 0.9329 1.5199
C -2.0462 0.1486 -0.3006
O -3.1873 -0.1524 -0.0038
C -1.4623 -0.2710 -1.6170
C -1.5166 0.5754 -2.7206
C -1.0466 0.1176 -3.9398
C -0.5434 -1.1735 -4.0079
N -0.5004 -1.9888 -2.9690
C -0.9553 -1.5539 -1.8095
H -1.1566 0.9308 2.5913
H -2.7822 1.0213 1.8682
H -1.7053 2.4397 1.8256
H 0.3596 0.9467 -0.8147
H 0.3180 2.2469 0.3886
H -0.1758 -1.3495 1.2013
H 1.3784 -2.6439 2.5962
H 3.5236 -1.6521 3.3081
H 4.1010 0.6449 2.6137
H 2.5428 1.9397 1.2201
H -1.9230 1.5722 -2.6203
H -1.0737 0.7462 -4.8163
H -0.1611 -1.5785 -4.9355
H -0.9118 -2.2634 -0.9940
*
```

* LUMO: 0.7 eV
* Kohn-Sham gap: 10.1 eV
* SMILES: CN(Cc1ccccc1)C(=O)c1cccnc1
* highest occupied orbital energy: -9.405 eV


Of them, 1 has the lowest stability.


1:
This record from the Open Molecules 2025 dataset describes 2 unconnected molecules or ions with the total composition CH4N2O3. The level of theory is the ωB97M-V functional and the def2-TZVPD basis.

The geometry in ORCA input format:
```
! wB97M-V def2-TZVPD RIJCOSX def2/J DEFGRID3
* xyz 0 1
H -1.4941 -1.2919 0.9031
N -1.0829 -0.7965 0.1152
C -0.0760 -0.1152 0.3869
O 0.4415 -0.0446 1.6478
N 1.5930 0.7688 1.7441
O 2.0276 0.8236 2.8367
H 0.4524 0.4663 -0.3592
O -0.4344 0.3617 -2.2791
H -1.0602 -0.2068 -1.8154
H -0.3669 0.0345 -3.1802
*
```

* LUMO: -0.4 eV
* Kohn-Sham gap: 10.4 eV
* SMILES: [H]/N=C\ON=O.O
* highest occupied orbital energy: -10.816 eV


2:
This record from the Open Molecules 2025 dataset describes 2 unconnected molecules or ions with the total composition CH4N2O3. The level of theory is the ωB97M-V functional and the def2-TZVPD basis.

The geometry in ORCA input format:
```
! wB97M-V def2-TZVPD RIJCOSX def2/J DEFGRID3
* xyz 0 1
N 0.1414 0.6863 -0.3964
C 0.3786 -0.6083 -0.1472
O -0.5501 -1.4305 -0.2119
H 0.7823 1.3897 -0.4588
H -0.8132 0.7898 -0.5784
H 1.3477 -1.1377 0.1256
O -3.3679 1.2326 0.4701
N -2.6358 0.3896 0.0501
O -3.1718 -0.8384 -0.1493
H -2.5768 -1.3722 -0.7208
*
```

* LUMO: 0.4 eV
* Kohn-Sham gap: 10.4 eV
* SMILES: NC=O.O=NO
* highest occupied orbital energy: -10.000 eV


Of them, 1 has the lowest stability.


1:
This record from the Open Molecules 2025 dataset describes C7H11NO2S2 in the gas phase. The level of theory is the ωB97M-V functional and the def2-TZVPD basis.

The geometry in ORCA input format:
```
! wB97M-V def2-TZVPD RIJCOSX def2/J DEFGRID3
* xyz 0 1
O 1.7786 0.3701 2.7963
C 0.8558 0.5590 2.0599
O -0.3221 1.0598 2.4049
C 0.8681 0.1017 0.5876
C 0.8417 -1.4253 0.4902
C 0.4593 -1.8432 -0.9549
C -0.9299 -1.3696 -1.3441
C -1.3249 -0.1280 -0.4746
N -0.1632 0.7260 -0.2322
C -0.0401 2.0131 -0.6205
S 1.2283 2.9979 -0.2052
S -1.3565 2.5989 -1.6816
H -0.2068 1.3717 3.3124
H 1.8454 0.4009 0.1566
H 0.0629 -1.7636 1.1776
H 1.8032 -1.7877 0.8785
H 0.6275 -2.9501 -1.0274
H 1.1597 -1.4267 -1.6129
H -1.6871 -2.1550 -1.1373
H -0.9294 -1.1588 -2.3705
H -2.1305 0.4222 -0.9550
H -1.7192 -0.4353 0.5079
H -0.7205 3.8219 -1.7559
*
```

* LUMO: 0.5 eV
* Kohn-Sham gap: 9.0 eV
* SMILES: O=C(O)[C@H]1CCCCN1C(=S)S
* highest occupied orbital energy: -8.435 eV


2:
This record from the Open Molecules 2025 dataset describes C7H11NO2S2 in the gas phase. The level of theory is the ωB97M-V functional and the def2-TZVPD basis.

The geometry in ORCA input format:
```
! wB97M-V def2-TZVPD RIJCOSX def2/J DEFGRID3
* xyz 0 1
C -0.7964 -0.0338 1.0249
C -0.2234 0.1264 -0.1773
C 1.8045 -0.6738 1.0791
C -3.0161 -1.0423 0.2627
C 2.5390 1.4185 -1.4543
C -2.3082 -0.0102 1.2876
C 1.8924 -0.0174 -1.4304
N 1.0953 -0.1994 -0.2893
O 0.3704 -0.1586 3.4054
O -0.8166 0.7885 -1.1475
S 3.3278 -1.0873 1.1334
S 0.3034 -0.8818 2.1599
H -3.3384 -0.5121 -0.6023
H -3.8255 -1.4030 0.8480
H -2.3713 -1.9076 -0.0053
H 2.8398 1.5049 -2.5051
H 1.8290 2.2106 -1.4026
H 3.4391 1.5536 -0.8501
H -2.2219 -0.4664 2.2005
H -2.7408 0.9812 1.2646
H 1.2834 -0.0109 -2.3683
H 2.6442 -0.8690 -1.3895
H -1.7097 0.6899 -1.0442
*
```

* LUMO (alpha / beta): -0.7 / -0.7 eV
* Kohn-Sham gap (alpha / beta): 7.3 / 7.3 eV
* highest occupied orbital energy (alpha / beta): -7.991 / -7.992 eV


Of them, 2 has the lowest stability.


1:
This record from the Open Molecules 2025 dataset describes 2 unconnected molecules or ions with the total composition C4H7O2S. The level of theory is the ωB97M-V functional and the def2-TZVPD basis.

The geometry in ORCA input format:
```
! wB97M-V def2-TZVPD RIJCOSX def2/J DEFGRID3
* xyz -1 1
O 2.8583 -1.0644 0.3176
C 2.2474 -0.1439 -0.2758
O 2.0747 -0.1248 -1.5271
C 1.4388 0.8874 0.5118
C 0.0138 0.2775 0.7490
C -0.6763 -0.3749 -0.4246
S -3.5893 0.1585 0.2627
H 1.2546 1.7473 -0.1220
H 1.8224 1.1910 1.4951
H 0.1101 -0.3990 1.6533
H -0.5578 1.0955 1.2331
H -1.7870 -0.3040 -0.2152
H -0.6194 0.2438 -1.3032
H -0.4977 -1.4429 -0.4649
*
```

* LUMO: 0.0 eV
* Kohn-Sham gap: 4.2 eV
* highest occupied orbital energy: -4.163 eV


2:
This record from the Open Molecules 2025 dataset describes a gas-phase ion, C4H7O2S (charge -1). The level of theory is the ωB97M-V functional and the def2-TZVPD basis.

The geometry in ORCA input format:
```
! wB97M-V def2-TZVPD RIJCOSX def2/J DEFGRID3
* xyz -1 1
C 1.3235 1.3517 -1.9183
C 0.9322 0.4828 -0.9273
C 1.1673 0.9052 0.3771
S -0.0321 -0.6642 1.4741
C -1.7641 -1.1224 0.5614
O 0.6116 -1.9575 1.6734
O -0.4403 -0.1178 2.7259
H 1.6491 0.9372 -2.8981
H 1.5824 2.3791 -1.5145
H 0.4908 -0.4983 -1.1617
H 0.7817 1.8882 0.5360
H -2.0514 -1.9763 1.0611
H -2.4450 -0.2847 0.5996
H -1.8058 -1.3229 -0.5886
*
```

* LUMO: 3.9 eV
* Kohn-Sham gap: 6.7 eV
* SMILES: C=CC=[S@@](C)(=O)[O-]
* highest occupied orbital energy: -2.788 eV


Of them, 2 has the lowest stability.


1:
This record from the Open Molecules 2025 dataset describes C8H11NO in the gas phase. The level of theory is the ωB97M-V functional and the def2-TZVPD basis.

The geometry in ORCA input format:
```
! wB97M-V def2-TZVPD RIJCOSX def2/J DEFGRID3
* xyz 0 1
C 0.6392 2.5164 -0.1644
C 0.2663 1.2604 0.1561
C -1.0121 0.5599 0.2127
N -2.2370 0.9650 -0.0799
O -3.0773 -0.1464 -0.0841
C -0.6428 -0.9061 0.4254
C 0.0149 -1.3953 -0.8684
C 1.3283 -0.5552 -0.9326
C 1.2822 0.1961 0.4394
C 0.5629 -0.7826 1.3614
H -0.1160 3.2308 -0.5115
H 1.6854 2.8113 -0.0566
H -3.9184 0.2434 0.0421
H -1.4614 -1.4937 0.7665
H 0.2121 -2.4530 -0.7450
H -0.6478 -1.2620 -1.7249
H 2.2046 -1.2472 -1.0983
H 1.3318 0.0961 -1.7973
H 2.2559 0.5227 0.7711
H 0.3706 -0.3633 2.3915
H 0.9585 -1.7973 1.4968
*
```

* LUMO: 0.6 eV
* Kohn-Sham gap: 9.2 eV
* SMILES: C=C1/C(=N/O)[C@H]2CC[C@@H]1C2
* highest occupied orbital energy: -8.674 eV


2:
This record from the Open Molecules 2025 dataset describes C8H11NO in the gas phase. The level of theory is the ωB97M-V functional and the def2-TZVPD basis.

The geometry in ORCA input format:
```
! wB97M-V def2-TZVPD RIJCOSX def2/J DEFGRID3
* xyz 0 1
C -2.9271 1.9200 -0.0628
C -3.2110 0.7554 -0.0267
O -3.5008 -0.5032 0.0958
C -2.4217 -1.3926 0.1895
C -1.2114 -1.1055 -0.2091
N -0.1509 -0.8325 -0.7263
C 1.0131 -0.1862 -0.1528
C 0.6309 0.7108 1.0283
C 1.9923 -1.2759 0.2896
C 1.6273 0.6344 -1.2900
H -2.7407 2.9473 -0.1464
H -2.7197 -2.3509 0.5765
H 1.4886 1.2882 1.3644
H -0.1608 1.3967 0.7292
H 0.2631 0.1118 1.8591
H 1.5497 -1.9010 1.0618
H 2.8902 -0.8148 0.6898
H 2.2660 -1.9026 -0.5558
H 1.7790 0.0020 -2.1604
H 0.9607 1.4471 -1.5661
H 2.5834 1.0514 -0.9877
*
```

* LUMO: 0.8 eV
* Kohn-Sham gap: 9.1 eV
* SMILES: C#COC=C=NC(C)(C)C
* highest occupied orbital energy: -8.310 eV


Of them, 2 has the lowest stability.


1:
This record from the Open Molecules 2025 dataset describes 2 unconnected molecules or ions with the total composition CH7N3O. The level of theory is the ωB97M-V functional and the def2-TZVPD basis.

The geometry in ORCA input format:
```
! wB97M-V def2-TZVPD RIJCOSX def2/J DEFGRID3
* xyz 0 1
N 0.1516 0.9526 0.5814
C 0.1499 0.3364 -0.5611
N 0.4547 0.9489 -1.7842
N 0.0109 -0.9980 -0.6300
H -0.3762 1.8196 0.5097
H 0.7033 1.9092 -1.6160
H 1.1340 0.4606 -2.3445
H 0.1093 -1.5194 -1.4806
H -0.3394 -1.4458 0.2052
O -0.7715 -1.1084 2.1465
H -0.2235 -0.3271 1.9004
H -1.0030 -1.0287 3.0733
*
```

* LUMO: 0.9 eV
* Kohn-Sham gap: 9.5 eV
* SMILES: N=C(N)N.O
* highest occupied orbital energy: -8.684 eV


2:
This record from the Open Molecules 2025 dataset describes 2 unconnected molecules or ions with the total composition CH7N3O. The level of theory is the ωB97M-V functional and the def2-TZVPD basis.

The geometry in ORCA input format:
```
! wB97M-V def2-TZVPD RIJCOSX def2/J DEFGRID3
* xyz 0 1
H 0.4030 -1.6172 -0.5232
N -0.0215 -0.7447 -0.8454
C 0.5561 0.2508 -0.2298
N 1.8217 0.2004 0.2894
O 0.2656 1.4801 -0.7352
H 2.4945 -0.3341 -0.2454
H 2.2044 1.1123 0.5075
H -0.5482 1.3802 -1.2530
N -1.9311 -0.5160 0.9881
H -0.9053 -0.0267 1.1526
H -2.4784 0.1823 0.4844
H -1.8607 -1.3673 0.4100
*
```

* LUMO: 0.4 eV
* Kohn-Sham gap: 9.1 eV
* SMILES: [H]/N=C(\N)O.N
* highest occupied orbital energy: -8.676 eV


Of them, 2 has the lowest stability.